Entry 1:
ORCA calculation (the ωB97M-V functional and the def2-TZVPD basis) on a 3-piece molecular cluster, C3H12N2O2 overall.

Computed properties:
SMILES: CC/N=C\N.O.O
Lowest unoccupied orbital energy in eV: 0.49
2S+1: 1
ΔE to the lowest compared entry with this formula, charge and spin in eV: 0.849
Kohn-Sham gap in eV: 9.77

Each line ends with the Mulliken charge.
Geometry (Å):
1 C -1.161 1.713 -0.102  -1.4199
2 C -0.170 0.614 -0.443  0.0157
3 N -0.737 -0.703 -0.292  -0.4473
4 C -0.024 -1.714 -0.036  0.0649
5 N 1.314 -1.736 0.253  -0.3809
6 H -2.063 1.634 -0.714  0.3219
7 H -1.449 1.745 0.950  0.3202
8 H -0.739 2.702 -0.339  0.3837
9 H 0.188 0.729 -1.472  0.2582
10 H 0.767 0.809 0.117  0.1250
11 H -0.468 -2.701 -0.097  0.3402
12 H 1.653 -0.826 0.515  0.1624
13 H 1.625 -2.533 0.777  0.2566
14 O 3.835 0.603 -0.095  -0.6495
15 H 3.542 1.393 -0.560  0.3159
16 H 3.929 0.868 0.827  0.3234
17 O -3.442 -0.832 0.611  -0.6873
18 H -2.553 -0.726 0.208  0.4074
19 H -4.045 -1.038 -0.109  0.2893

Forces on atoms 1 to 3 (eV/Å):
-0.047 0.661 -0.370
0.802 0.479 0.232
-0.551 0.257 -0.431

---

Entry 2:
ORCA calculation (the ωB97M-V functional and the def2-TZVPD basis) on a 2-piece molecular cluster, C3H12N2O2 overall in a non-equilibrium geometry.

Computed properties:
SMILES: NC[C@H](N)CO.O
Lowest unoccupied orbital energy in eV: 0.82
2S+1: 1
ΔE to the lowest compared entry with this formula, charge and spin in eV: 1.437
Kohn-Sham gap in eV: 9.72

Each line ends with the Mulliken charge.
Geometry (Å):
1 N -1.064 0.275 1.455  -0.5547
2 C 0.411 0.339 1.273  -0.9422
3 C 0.819 -0.411 0.006  0.4956
4 N 2.222 -0.856 0.205  -0.6512
5 C 0.750 0.477 -1.271  -0.6690
6 O -0.211 -0.171 -2.157  -0.5735
7 H -1.230 -0.725 1.551  0.2526
8 H -1.305 0.650 2.367  0.2188
9 H 0.722 1.389 1.340  0.3583
10 H 0.945 -0.214 2.062  0.3585
11 H 0.254 -1.327 -0.143  0.3738
12 H 2.908 -0.142 0.078  0.1936
13 H 2.413 -1.747 -0.210  0.2134
14 H 1.587 0.376 -1.960  0.3677
15 H 0.470 1.525 -1.083  0.2304
16 H -1.084 0.111 -1.870  0.3347
17 O -2.932 0.329 -0.929  -0.7284
18 H -2.367 0.617 -0.176  0.4068
19 H -3.306 -0.497 -0.540  0.3148

Forces on atoms 1 to 3 (eV/Å):
0.439 -0.310 0.005
-0.373 -0.649 0.757
2.657 1.561 -0.385

---

Entry 3:
ORCA calculation (the ωB97M-V functional and the def2-TZVPD basis) on a 3-piece molecular cluster, C3H12N2O2 overall in a non-equilibrium geometry.

Computed properties:
Lowest unoccupied orbital energy (alpha / beta) in eV: -4.51 / -8.57
2S+1: 2
ΔE to the lowest compared entry with this formula, charge and spin in eV: 2.014
⟨S²⟩: 0.759
Kohn-Sham gap (alpha / beta) in eV: 9.36 / 5.31
Net charge: +1

Each line ends with the Mulliken charge.
Geometry (Å):
1 C -0.070 -0.143 -0.780  -0.6971
2 C -1.190 -0.534 0.165  -1.1358
3 N -1.241 2.085 1.367  -0.2989
4 C -0.856 0.980 2.037  0.1671
5 N -0.975 -0.233 1.595  -0.1206
6 H 0.750 -0.849 -0.664  0.4183
7 H 0.361 0.832 -0.567  0.3406
8 H -0.387 -0.344 -1.802  0.3430
9 H -1.387 -1.584 0.143  0.4556
10 H -2.138 -0.032 -0.050  0.4850
11 H -1.882 2.712 1.851  0.3027
12 H -1.514 1.960 0.404  0.2658
13 H -0.488 1.242 3.031  0.4029
14 H 0.427 -1.855 1.467  0.3262
15 H 1.428 -3.026 1.644  0.3380
16 O 1.129 -2.344 1.028  -0.5979
17 H 2.318 0.019 -3.042  0.2959
18 H 2.697 0.580 -4.370  0.3319
19 O 3.017 0.533 -3.459  -0.6227

Forces on atoms 1 to 3 (eV/Å):
0.451 -0.826 0.212
0.770 -0.070 0.730
-0.997 -0.913 -0.247